Record 1
C50H61O3S | ωB97M-V/def2-TZVPD

Calculated values
Charge: +1
Spin multiplicity: 1
Electronic energy: -2565.1629 hartree

The geometry in XYZ format:
```
115
Properties=species:S:1:pos:R:3:forces:R:3
S -3.9151 -1.7375 -1.1818 0.1 -0.1 0.0
O 0.5735 -0.0488 0.1733 0.9 -1.2 2.0
O -4.4171 -4.2687 -0.0789 0.1 3.5 -3.6
O -3.9368 -4.9263 0.9711 0.7 -0.5 4.2
C 7.4618 -3.4653 -0.0479 -0.1 0.0 0.2
C 2.5823 4.1401 0.4859 0.0 0.2 0.0
C 1.8122 -1.5412 5.1723 0.2 -0.1 0.0
C 1.5936 6.1673 1.3520 0.2 -0.1 -0.1
C -3.3115 -6.0370 -3.6728 0.2 0.0 -0.2
C 4.1188 -0.8419 5.0107 -0.1 -0.1 0.0
C 3.5398 -2.8112 6.2849 -0.1 0.1 -0.1
C -3.0820 4.6528 0.8205 -0.1 0.0 0.2
C -4.4225 4.3577 1.0667 0.1 0.0 0.2
C -2.4037 5.5546 1.6399 -0.1 0.0 0.1
C 1.5045 4.8042 1.0709 0.2 0.1 0.0
C -5.6452 7.3279 -0.4851 0.0 0.2 -0.1
C -7.0136 9.5677 -1.4308 0.1 -0.2 0.1
C -2.5296 -5.1154 -4.3698 0.0 -0.3 0.0
C -7.0393 7.3298 -0.5214 0.1 0.2 -0.1
C -4.9352 8.4491 -0.9152 -0.2 0.0 0.0
C 0.0159 -0.1096 1.5323 -0.6 0.1 1.1
C -5.0844 4.9616 2.1360 0.2 -0.1 0.0
C -2.4344 0.9586 0.8123 0.1 0.0 0.2
C 2.6953 -5.0872 -2.7291 0.1 0.1 -0.2
C 4.5007 -1.9193 5.8097 -0.2 0.0 0.0
C 5.6256 -2.7156 1.3317 0.2 -0.1 0.0
C 6.2194 -2.8441 0.0764 0.0 -0.1 0.1
C -5.6198 9.5693 -1.3858 -0.1 -0.1 0.0
C -3.0640 6.1543 2.7127 -0.1 -0.1 -0.1
C 2.5325 -5.1423 -5.1387 0.1 0.1 0.1
C 8.1131 -3.9546 1.0846 -0.2 0.1 0.0
C -3.3256 -7.3756 -4.0636 0.1 0.1 0.0
C 2.1115 -1.9470 -0.6139 0.1 0.5 -0.6
C 4.0100 -4.6328 -2.8290 -0.1 0.0 -0.1
C 2.7585 6.8686 1.0397 0.0 -0.2 0.0
C 2.7736 -0.6514 4.6940 0.1 -0.2 0.1
C 1.9572 -5.3451 -3.8846 0.1 0.1 0.0
C 4.5839 -4.4265 -4.0831 -0.2 0.0 0.0
C -3.2923 -3.3966 -0.5326 1.2 -2.1 1.4
C 2.1951 -2.6238 5.9636 0.1 0.1 -0.1
C 3.8440 -4.6790 -5.2386 -0.1 0.0 0.2
C 3.8348 6.2054 0.4513 -0.1 -0.1 0.0
C -7.7238 8.4485 -0.9956 0.2 0.0 0.0
C -1.7578 -5.5347 -5.4530 0.0 -0.1 0.0
C -4.4035 5.8564 2.9611 0.1 -0.1 -0.1
C -2.5464 0.8335 -0.8145 -1.1 0.6 0.2
C 1.9925 -0.5166 0.1912 0.9 -0.6 0.2
C -1.7747 -6.8726 -5.8460 -0.1 0.1 0.2
C -1.6452 -0.2613 1.5661 0.6 0.8 1.0
C 7.5236 -3.8177 2.3411 -0.1 0.1 -0.1
C 6.2795 -3.1999 2.4650 0.0 0.0 -0.1
C -2.3526 -0.6748 -1.4229 1.5 1.6 -1.2
C 3.7492 4.8404 0.1787 -0.2 0.1 0.1
C -2.5609 -7.7931 -5.1526 0.0 0.2 0.1
H 7.9227 -3.5684 -1.0268 -0.1 0.0 0.1
H 0.7558 6.6832 1.8128 0.1 0.0 0.0
H 2.8268 7.9317 1.2551 0.0 -0.2 0.0
H 5.8191 -3.0954 3.4439 0.0 0.0 -0.1
H -1.8692 1.9821 1.0538 -1.4 -2.3 -0.4
H -2.2559 -0.5504 -2.6058 -0.5 -0.6 2.6
H 2.7060 -1.7316 -1.6097 -1.3 -0.8 1.9
H -4.1283 -4.2903 1.7361 0.3 -1.5 -1.0
H -2.5342 6.8534 3.3544 -0.1 -0.1 -0.1
H 5.7131 -2.4607 -0.8059 0.1 0.0 0.1
H 4.2900 -4.5159 -6.2158 -0.1 0.0 0.1
H -1.1757 -7.1983 -6.6924 -0.1 0.1 0.1
H 0.5946 4.2586 1.3087 0.1 0.1 0.0
H -3.8488 8.4494 -0.8834 -0.1 0.0 0.0
H -4.9175 6.3226 3.7981 0.1 -0.1 -0.2
H 0.3599 0.8890 2.0800 -1.0 -2.0 -0.9
H -2.5214 -4.0716 -4.0680 0.0 0.0 -0.1
H 5.5484 -2.0645 6.0615 -0.2 0.0 0.0
H 8.0337 -4.1936 3.2246 -0.1 0.1 -0.1
H 4.7415 6.7526 0.2056 -0.1 -0.1 0.1
H 2.2462 -5.2414 -1.7517 0.1 0.0 -0.1
H 1.0269 -2.3197 -0.8907 2.2 0.7 0.6
H -7.5930 6.4583 -0.1808 0.1 0.1 0.0
H -1.3917 -1.2388 -1.0648 -2.0 1.0 -0.3
H -2.0019 -1.3468 1.2575 0.8 2.2 0.4
H 0.9343 -5.7039 -3.8069 0.1 0.0 0.0
H -3.9337 -8.0940 -3.5193 0.1 0.1 -0.1
H 1.4466 -3.3207 6.3306 0.1 0.1 0.0
H -1.9238 -0.1681 2.7234 0.6 -0.2 -2.5
H 4.5875 -4.4384 -1.9287 -0.1 0.0 -0.1
H -8.8102 8.4490 -1.0260 0.2 0.0 0.0
H -1.3610 5.7894 1.4438 -0.2 0.0 0.0
H -2.5656 4.1802 -0.0113 0.0 0.1 0.0
H -2.5763 -8.8350 -5.4601 0.0 0.2 0.1
H 2.3980 -0.7001 1.2903 -1.1 0.6 -2.1
H -2.7101 -4.0285 -1.3559 -1.2 2.0 1.2
H -3.9093 -5.7113 -2.8256 0.0 -0.1 -0.1
H 2.6742 0.3336 -0.2764 -1.6 -1.9 0.8
H 4.5906 4.3225 -0.2736 -0.1 0.1 0.1
H 5.6074 -4.0691 -4.1606 -0.1 -0.1 0.0
H -4.7433 -1.1596 -0.1714 1.6 -0.8 -0.6
H -5.0664 10.4439 -1.7185 -0.1 -0.1 0.0
H 2.5136 3.0773 0.2691 0.0 0.1 0.0
H 0.4354 -1.0100 2.1869 -0.7 1.7 -1.6
H -3.5260 1.0305 1.2545 2.2 -0.1 -0.8
H -1.8526 1.6550 -1.3332 -1.3 -2.4 0.9
H 4.8684 -0.1503 4.6361 -0.1 -0.1 0.1
H 9.0798 -4.4409 0.9878 -0.1 0.1 0.0
H 0.7636 -1.3912 4.9276 0.1 0.0 0.1
H -5.1121 6.4540 -0.1208 -0.1 0.2 -0.1
H 3.8379 -3.6521 6.9056 0.0 0.1 -0.1
H 4.6545 -2.2375 1.4274 0.1 0.0 0.0
H -6.1295 4.7339 2.3265 0.1 0.1 0.0
H -2.5863 -3.2786 0.4210 -1.5 0.1 -2.2
H 2.6677 -2.7945 -0.0124 -1.1 1.9 -1.1
H 2.4752 0.1903 4.0746 0.0 -0.1 0.1
H -1.1431 -4.8180 -5.9919 -0.1 -0.1 0.1
H -7.5465 10.4381 -1.8038 0.1 -0.1 0.1
H 1.9576 -5.3449 -6.0391 0.1 0.0 0.1
H -3.6573 1.1647 -1.0999 2.4 -0.6 0.4
H -4.9518 3.6575 0.4257 0.0 0.1 0.0
```
Forces are in eV/Å.

Atom charges from the Löwdin analysis, given in e for atoms 1 to 2:
1. S 1.07
2. O -0.24

***

Record 2
C50H63ClO5S | ωB97M-V/def2-TZVPD

Calculated values
Spin multiplicity: 1
Electronic energy: -3177.5303 hartree

The geometry in XYZ format:
```
120
Properties=species:S:1:pos:R:3:forces:R:3
Cl 0.7457 -3.1887 -0.2041 -0.2 0.1 0.3
S 2.7031 -0.2186 -2.2391 0.7 0.3 0.5
O 1.8478 -0.0014 -3.3518 -0.6 0.1 -0.9
O 3.4253 -1.6467 -2.6088 -0.5 0.2 0.6
O 1.6427 -0.5274 -1.0268 0.5 -0.5 -0.3
O 5.1909 -3.3674 0.8333 0.1 0.0 -0.1
O -2.6560 -4.0227 0.0079 -0.1 -0.3 0.2
C 1.2552 2.9382 -6.0274 0.0 0.1 0.0
C 10.2474 -0.1812 -0.5056 0.0 0.0 0.0
C -3.3851 -3.7795 1.2039 0.3 0.6 -0.2
C -6.1708 2.9906 4.1422 0.0 0.0 0.0
C 0.3901 2.0910 -10.2358 0.0 0.0 0.0
C 2.3481 -2.4876 0.2316 -0.4 0.2 -0.8
C 9.2413 0.2693 0.3375 0.0 0.0 0.0
C -3.8019 1.6509 3.6080 0.0 0.0 0.0
C 8.7718 -1.8737 -1.3623 0.0 0.0 0.0
C -9.2926 -1.2242 7.2905 0.0 0.0 0.0
C 0.0323 5.4603 1.2541 0.0 0.0 0.0
C -0.0985 6.6558 1.9465 0.0 0.0 0.0
C -4.6172 1.2271 4.6478 0.0 0.0 0.0
C 0.0323 -0.2140 1.3350 0.0 0.2 1.2
C 0.4939 2.3152 -5.0475 0.0 -0.1 0.0
C -9.5653 1.1628 8.6799 0.0 0.0 0.0
C 0.3877 1.2501 -9.1320 0.0 0.0 0.0
C 0.7342 4.0112 -6.7404 0.0 0.0 0.0
C 1.5704 -0.3150 1.3892 -0.7 0.2 -0.9
C 0.6093 -0.6535 -10.5845 0.0 0.0 0.0
C 6.3124 -4.1253 1.2588 0.2 -0.1 0.1
C -9.9061 -1.2120 8.5350 0.0 0.0 0.0
C -2.0413 -1.6727 1.6077 0.1 -0.1 1.1
C 0.4938 -0.1226 -9.3072 0.0 0.0 0.0
C -0.7074 6.6728 3.1939 0.0 0.0 0.0
C -0.7040 -1.2480 2.2160 0.2 0.0 -1.1
C 0.5028 1.5607 -11.5138 0.0 0.0 0.0
C -5.8034 1.8966 4.9135 0.0 0.0 0.0
C 5.9796 -5.3849 2.0204 0.1 0.0 0.2
C -0.7949 2.7654 -4.7890 0.0 0.0 0.0
C -2.9004 -5.2714 -0.6170 0.4 0.5 -0.2
C 3.3793 -3.1440 -0.7099 0.1 0.2 0.6
C -10.0444 -0.0180 9.2288 0.0 0.0 0.0
C -4.1678 2.7454 2.8376 0.0 0.0 0.0
C -0.4422 4.2812 1.8118 0.0 0.0 0.0
C -8.9542 1.1511 7.4341 0.0 0.0 0.0
C -1.3178 3.8354 -5.5024 0.0 0.0 0.0
C 0.6159 0.1885 -11.6881 0.0 0.0 0.0
C -1.0533 4.2991 3.0582 0.1 0.0 0.0
C -1.1884 5.4951 3.7484 0.0 0.0 0.0
C -5.3514 3.4176 3.1063 0.0 0.0 0.0
C 7.7674 -1.4274 -0.5145 0.0 0.0 0.0
C -0.5514 4.4615 -6.4758 0.0 0.0 0.0
C 4.2096 -2.1891 -1.5364 0.2 -0.5 -0.1
C 4.2540 -4.0998 0.0712 -0.1 0.2 0.0
C -2.4987 -3.0231 2.1654 0.1 0.2 -0.2
C 2.2754 -0.9586 0.1858 -0.6 -0.2 0.6
C -8.8194 -0.0424 6.7380 0.0 0.0 0.0
C 10.0122 -1.2515 -1.3572 0.0 0.0 0.0
C 8.0018 -0.3546 0.3342 0.0 0.0 0.0
H -0.8488 -0.8572 3.2190 0.0 0.1 0.2
H -1.9723 -1.7225 0.5350 0.1 0.0 -0.4
H 5.0073 -2.7691 -1.9849 0.2 0.0 -0.4
H 3.2762 -0.5350 0.2014 0.4 -0.2 0.1
H -2.8775 1.1267 3.3947 0.0 0.0 0.0
H 5.4367 -5.1483 2.9282 -0.3 0.0 0.1
H -10.5257 -0.0080 10.1982 0.0 0.0 0.0
H 0.4870 -0.7787 -8.4462 0.0 0.0 0.0
H -2.3234 4.1821 -5.3001 0.0 0.0 0.0
H -0.3369 3.3472 1.2732 0.0 0.0 0.0
H -1.4255 3.3807 3.4921 0.0 0.0 0.0
H -3.0400 -5.0939 -1.6779 -0.2 0.0 -0.2
H 0.5041 5.4472 0.2799 0.0 0.0 0.0
H 7.2172 -0.0053 0.9938 0.0 0.0 0.0
H 5.4309 -6.1120 1.4368 -0.2 -0.1 -0.1
H 4.6978 -1.4133 -0.9554 0.0 0.2 0.1
H 0.6938 -1.7241 -10.7207 0.0 0.0 0.0
H -1.6219 -3.6319 2.3665 0.2 -0.2 0.1
H -8.5830 2.0737 7.0053 0.0 0.0 0.0
H 6.8017 -1.9161 -0.5118 0.0 0.0 0.0
H -0.0620 -2.1150 2.3070 0.1 -0.4 0.1
H -7.0973 3.5115 4.3484 0.0 0.0 0.0
H 2.5069 -2.7883 1.2538 0.3 -0.1 0.3
H 6.9710 -4.3621 0.4205 -0.1 0.0 -0.4
H -3.7187 -4.7034 1.6635 -0.2 -0.3 0.0
H -9.6685 2.0932 9.2232 0.0 0.0 0.0
H -1.6695 5.5086 4.7180 0.0 0.0 0.0
H 1.8540 -0.8264 2.2996 0.3 -0.1 0.2
H 0.9031 1.4806 -4.4885 -0.1 0.2 -0.1
H -2.0214 -5.9047 -0.5255 0.1 -0.2 0.2
H 2.8390 -3.7555 -1.4164 -0.2 -0.1 -0.3
H 0.3024 1.6654 -8.1370 0.0 0.0 0.0
H -0.2066 0.7539 1.7692 -0.1 0.3 -0.2
H -4.3291 0.3753 5.2509 0.0 0.0 0.0
H -3.5298 3.0747 2.0280 0.0 0.0 0.0
H -6.4413 1.5660 5.7233 0.0 0.0 0.0
H 0.2737 7.5752 1.5132 0.0 0.0 0.0
H 1.9604 0.6951 1.4133 0.2 0.2 0.3
H -8.3451 -0.0520 5.7646 0.0 0.0 0.0
H -10.2768 -2.1335 8.9649 0.0 0.0 0.0
H 2.2572 2.5852 -6.2373 0.0 0.0 0.0
H -0.8079 7.6054 3.7340 0.0 0.0 0.0
H -3.0311 -2.8797 3.1022 -0.1 0.0 0.2
H -0.9568 5.2991 -7.0293 0.0 0.0 0.0
H 8.5880 -2.7078 -2.0281 0.0 0.0 0.0
H 4.7315 -4.7817 -0.6330 0.3 -0.1 0.0
H -4.2328 -3.1362 0.9560 -0.4 -0.2 0.0
H -9.1836 -2.1556 6.7500 0.0 0.0 0.0
H 3.6107 -4.6731 0.7380 -0.1 -0.3 0.0
H 0.5023 2.2172 -12.3746 0.0 0.0 0.0
H 0.3036 3.1616 -10.0985 0.0 0.0 0.0
H -3.7719 -5.7756 -0.2173 -0.2 -0.1 0.1
H -0.3603 -0.1930 0.3294 0.1 -0.2 -0.4
H 1.3304 4.4953 -7.5042 0.0 0.0 0.0
H 6.9025 -5.8637 2.3236 0.3 -0.1 0.1
H 9.4235 1.1074 0.9976 0.0 0.0 0.0
H 11.2156 0.3024 -0.4995 0.0 0.0 0.0
H -1.3925 2.2786 -4.0286 0.0 0.0 0.0
H 10.7959 -1.6002 -2.0172 0.0 0.0 0.0
H 6.8848 -3.4701 1.9023 0.1 0.3 0.1
H -5.6350 4.2738 2.5081 0.0 0.0 0.0
H 0.7089 -0.2251 -12.6842 0.0 0.0 0.0
H -2.7645 -0.9114 1.8943 -0.3 0.1 -0.3
```
Forces are in eV/Å.

Atom charges from the Löwdin analysis, given in e for atoms 1 to 2:
1. Cl 0.75
2. S 0.96